1.
The following is a quantum chemistry calculation of C11H26N3OP2Pb as an isolated structure at a distorted geometry, from OMol25.

Positions of all 44 atoms, in Å:
C: 0.274 -0.300 -5.009
C: -0.974 -0.991 -4.979
C: -0.774 -2.226 -4.297
C: 0.608 -2.346 -3.965
C: 1.255 -1.144 -4.371
Pb: 1.201 1.336 -1.396
P: -0.803 3.225 -1.639
H: 0.466 0.661 -5.467
H: -1.913 -0.636 -5.377
H: -1.535 -2.975 -4.084
H: 2.320 -0.924 -4.286
H: 1.092 -3.194 -3.495
H: -1.989 3.363 -0.839
H: -1.331 3.447 -2.961
H: -0.207 4.512 -1.438
C: 2.316 1.304 1.496
N: 1.552 0.212 0.861
C: 2.342 -1.011 0.517
P: -0.121 -0.041 1.028
O: -0.573 -0.155 -0.420
N: -0.296 -1.399 1.937
C: -1.493 -2.238 1.814
C: 0.358 -1.521 3.243
N: -0.868 1.266 1.720
C: -0.523 1.728 3.071
C: -2.310 1.403 1.472
H: 3.269 1.411 0.954
H: 2.530 1.091 2.554
H: 1.743 2.244 1.430
H: 2.552 -1.620 1.405
H: 1.766 -1.621 -0.198
H: 3.283 -0.702 0.058
H: -1.763 -2.378 0.766
H: -1.271 -3.209 2.263
H: -2.345 -1.827 2.371
H: 0.438 -2.594 3.476
H: 1.366 -1.094 3.223
H: -0.236 -1.049 4.045
H: 0.554 1.775 3.231
H: -0.931 2.742 3.164
H: -0.979 1.097 3.848
H: -2.604 2.419 1.748
H: -2.548 1.234 0.422
H: -2.897 0.722 2.104

## Properties
E_tot: -42162.2805 eV
Net charge: +1
Gap between HOMO and LUMO (spin up / spin down): 4.4 / 2.4 eV

***

2.
The following is a quantum chemistry calculation of C11H26N4O7STi as an isolated structure at a distorted geometry, from OMol25.

Positions of all 50 atoms, in Å:
O: 2.902 -2.464 -1.359
H: 3.876 -2.601 -1.381
Ti: 0.042 -0.198 -0.893
N: -1.599 -0.461 0.509
N: -0.230 -2.159 -0.568
N: 0.375 1.511 0.415
N: 1.915 0.517 -1.331
O: -2.254 0.457 1.196
O: -0.312 1.930 1.505
O: 2.800 -0.039 -2.229
O: -0.042 -1.853 -1.937
C: -1.464 -2.657 -0.194
C: -2.227 -1.684 0.463
C: 1.229 2.409 -0.128
C: 2.106 1.847 -1.094
C: -3.616 -1.794 0.969
H: -4.261 -1.012 0.534
H: -3.650 -1.663 2.062
H: -4.058 -2.765 0.716
C: -1.934 -3.996 -0.613
H: -1.100 -4.706 -0.632
H: -2.383 -3.952 -1.622
H: -2.702 -4.366 0.082
C: 1.180 3.869 0.180
C: 3.144 2.639 -1.829
H: 0.649 4.081 1.113
H: 0.665 4.424 -0.618
H: 2.189 4.290 0.248
H: 3.443 2.123 -2.752
H: 4.044 2.797 -1.208
H: 2.791 3.650 -2.104
H: -1.232 1.342 1.400
H: 2.774 -1.070 -2.016
C: 2.520 -2.263 0.056
H: 1.518 -2.683 0.169
H: 2.551 -1.207 0.356
H: 3.201 -2.826 0.696
O: 1.351 -0.303 3.141
H: 0.694 0.361 2.833
H: 0.796 -0.979 3.535
C: -3.047 1.979 -1.318
S: -2.558 0.470 -2.171
C: -2.618 0.989 -3.880
O: -0.916 0.727 -2.155
H: -4.045 2.258 -1.669
H: -2.307 2.752 -1.553
H: -3.069 1.772 -0.239
H: -2.041 1.917 -3.951
H: -2.128 0.193 -4.454
H: -3.657 1.111 -4.190

## Properties
E_tot: -66065.6176 eV
Spin multiplicity: 3
Energy above the lowest of the compared OMol25 structures with the same formula, charge and spin: 0.4360 eV
Gap between HOMO and LUMO (spin up / spin down): 5.6 / 6.8 eV

***

3.
The following is a quantum chemistry calculation of C11H27BCuNO11V2 as an isolated structure at a distorted geometry, from OMol25.

Positions of all 54 atoms, in Å:
O: -14.872 -10.649 -15.797
V: -16.095 -11.296 -16.634
O: -19.297 -7.863 -17.006
V: -19.006 -9.377 -17.433
Cu: -18.463 -13.931 -14.882
C: -16.783 -9.940 -18.805
O: -17.311 -8.855 -18.651
O: -15.622 -10.159 -18.428
O: -17.522 -10.861 -18.441
C: -18.239 -10.747 -15.151
O: -17.598 -11.779 -15.170
O: -19.281 -10.711 -15.750
O: -17.552 -9.832 -15.699
B: -15.497 -13.440 -16.888
H: -16.524 -13.337 -17.201
H: -14.839 -12.806 -17.460
H: -15.572 -13.078 -15.874
H: -15.126 -14.453 -16.905
C: -23.882 -12.226 -15.160
O: -23.045 -13.227 -14.546
C: -22.061 -12.691 -13.672
C: -21.321 -13.829 -12.907
N: -20.635 -14.762 -13.894
C: -19.958 -15.903 -13.273
C: -18.940 -15.533 -12.236
O: -18.127 -14.422 -12.686
C: -17.277 -13.862 -11.641
H: -24.344 -12.576 -16.084
H: -23.455 -11.247 -15.379
H: -24.763 -11.986 -14.565
H: -22.539 -12.030 -12.949
H: -21.417 -11.982 -14.191
H: -22.054 -14.350 -12.291
H: -20.603 -13.341 -12.247
H: -21.234 -14.988 -14.675
H: -19.444 -16.507 -14.022
H: -20.769 -16.542 -12.923
H: -18.315 -16.383 -11.962
H: -19.508 -15.264 -11.345
H: -17.887 -13.276 -10.953
H: -16.652 -13.143 -12.170
H: -16.619 -14.509 -11.062
C: -18.367 -6.800 -14.010
C: -16.823 -6.818 -14.453
C: -16.003 -5.658 -13.844
O: -16.373 -8.103 -14.001
H: -18.919 -6.110 -14.648
H: -18.478 -6.525 -12.961
H: -18.823 -7.775 -14.179
H: -16.773 -6.753 -15.540
H: -14.985 -5.831 -14.192
H: -16.041 -5.611 -12.756
H: -16.236 -4.656 -14.204
H: -16.715 -8.741 -14.631

## Properties
E_tot: -132544.8688 eV
Spin multiplicity: 4
Net charge: -1
Gap between HOMO and LUMO (spin up / spin down): 5.0 / 6.7 eV